Formula: C11H23IrN3OP
Source: the Open Molecules 2025 dataset
Level of theory: the ωB97M-V functional and the def2-TZVPD basis

Computed properties:
orbital gap = 0.279 hartree
LUMO = -8.37 eV
charge = +2
calculated total energy = -1117.56707 hartree

Geometry as XYZ:
```
40
Properties=species:S:1:pos:R:3:forces:R:3
P -0.226 -0.184 0.969 0.05 -0.01 0.20
N -0.880 0.942 1.913 -0.04 -0.08 0.06
H -2.698 0.469 -0.094 0.02 0.01 -0.01
H -0.828 2.360 -4.149 0.00 0.01 0.03
C -2.058 0.681 2.757 0.03 -0.01 -0.02
C -0.171 2.184 2.248 0.01 -0.02 -0.03
H 2.178 -0.173 3.131 0.01 -0.02 0.01
H -0.585 -2.993 0.942 0.01 0.00 -0.01
H 1.977 -0.956 -3.673 0.02 0.01 0.01
H 1.605 -1.816 3.489 0.01 0.00 0.02
H 1.553 3.388 -3.433 0.00 -0.01 0.05
H -2.180 -3.057 0.196 0.00 -0.01 0.02
H 0.695 2.325 1.606 0.01 0.00 -0.01
H -0.849 3.027 2.115 0.01 0.01 0.01
H 1.554 -1.964 -0.158 0.00 0.01 0.00
H -0.760 -2.768 -0.818 -0.01 0.01 0.00
N 0.938 -1.069 1.656 0.01 0.23 0.05
C 1.924 -1.800 0.854 -0.04 0.01 -0.02
Ir 0.667 0.999 -2.092 0.20 0.08 1.01
H -2.063 -0.415 -1.508 -0.01 -0.02 0.04
N -1.408 -1.131 0.388 0.23 -0.02 -0.21
H -2.810 1.448 2.573 0.01 0.01 0.01
H 2.864 -1.247 0.805 0.01 -0.02 0.00
C 2.270 1.264 -3.460 -0.21 -0.02 -0.21
H -3.304 -1.145 -0.480 -0.03 0.03 0.02
C 1.345 2.346 -3.621 0.02 -0.20 -0.19
O 0.448 0.632 -0.246 -0.33 -0.06 -0.47
H -1.771 0.716 3.809 -0.02 -0.01 0.01
C 0.084 1.802 -3.999 0.10 -0.16 -0.07
H 2.106 -2.773 1.308 0.02 0.00 0.00
H -2.481 -0.295 2.536 0.00 0.01 0.01
H 0.494 -0.459 3.634 0.01 0.02 -0.01
C -2.418 -0.513 -0.472 -0.05 -0.02 -0.05
C -1.208 -2.570 0.160 -0.09 -0.01 0.07
C 0.214 0.378 -4.067 0.14 0.14 -0.12
H 0.161 2.157 3.287 0.00 0.02 0.00
H -0.574 -0.324 -4.293 -0.01 0.01 0.00
H 3.297 1.347 -3.137 -0.01 0.01 0.03
C 1.570 0.041 -3.737 -0.02 0.16 -0.19
C 1.329 -0.854 3.060 -0.05 -0.09 -0.02
```
Positions in Å, forces in eV/Å.

Atomic partial charges in e from the Mulliken method, atoms 1 to 6: number 1, P, carries 0.3751; number 2, N, carries 0.2264; number 3, H, carries 0.2968; number 4, H, carries 0.4311; number 5, C, carries -1.0410; number 6, C, carries -1.0282

=====

Formula: C54H52N6O3PTeV
Source: the Open Molecules 2025 dataset
Level of theory: the ωB97M-V functional and the def2-TZVPD basis

Computed properties:
orbital gap = 0.169 hartree
LUMO = -6.91 eV
charge = +2
calculated total energy = -4195.84388 hartree

Geometry as XYZ:
```
118
Properties=species:S:1:pos:R:3:forces:R:3
C -2.575 1.596 3.362 -0.01 -0.13 -0.01
H -5.536 -2.808 -0.320 0.00 0.01 0.00
C -0.579 -4.479 -2.557 0.02 0.09 -0.05
H 4.072 -4.484 1.669 -0.01 0.00 0.00
H 0.829 -2.183 5.533 0.00 0.02 0.02
N 0.394 0.270 1.714 0.46 0.05 -0.25
C -3.823 0.233 -1.955 0.03 0.05 0.09
C 0.572 0.408 -4.048 0.06 0.01 -0.15
C -6.628 1.436 3.754 -0.02 0.03 0.03
H -1.684 4.397 3.282 0.02 -0.01 0.00
H -3.353 6.349 3.932 0.00 -0.01 0.00
H 2.174 -0.378 -6.912 0.01 -0.01 0.01
N -0.979 0.221 -1.013 -0.20 -0.29 -0.05
C 1.394 -3.384 -0.864 0.00 0.36 -0.08
H -3.021 -5.596 -4.627 0.00 -0.01 0.00
H 0.669 -2.266 3.784 0.02 0.00 -0.01
H 2.827 -3.916 -2.380 0.01 0.03 0.00
H -6.606 0.730 4.587 0.00 0.01 0.00
C 1.471 0.386 -5.075 0.03 0.04 0.09
C -1.043 0.285 5.501 0.00 0.06 -0.07
C -1.570 -0.815 -1.814 -0.40 -0.03 0.12
H -2.433 4.105 4.853 0.01 0.00 0.00
N 1.764 1.738 -0.065 0.05 -0.30 0.04
H 4.537 -4.621 -0.753 0.00 0.00 0.01
H 0.533 -5.722 -1.188 0.01 0.02 0.01
C 1.703 -0.686 -5.984 -0.03 -0.12 -0.04
H 1.932 2.871 -1.790 0.01 -0.02 -0.02
C -6.172 2.811 4.191 0.00 -0.10 -0.08
H -0.599 1.571 -2.871 0.02 0.00 0.01
H -4.620 6.649 2.757 0.00 0.00 0.00
C 2.618 -3.855 -1.318 0.04 -0.06 0.03
C -0.601 1.626 4.985 0.06 -0.02 0.16
H 0.164 -2.924 0.840 0.00 0.02 0.01
N -0.076 -0.730 -3.631 0.01 0.10 0.16
C 4.500 2.073 0.276 -0.06 -0.03 0.00
H -0.056 2.235 5.693 -0.02 -0.02 0.04
H -3.099 -2.827 -0.691 -0.01 0.00 0.01
H -2.399 -7.734 -3.549 0.00 0.00 0.00
H -3.056 -0.319 6.316 0.00 0.08 0.01
H -2.900 -2.258 1.930 -0.02 0.00 0.01
C -0.897 -6.851 -2.303 0.00 -0.01 0.00
H 1.747 -2.666 -6.683 0.01 0.00 0.01
O -1.051 -2.122 -1.435 0.13 0.35 0.41
C 3.825 2.685 -0.816 0.03 0.01 0.05
H -6.881 -0.849 -1.000 0.00 0.00 0.00
H 4.358 3.290 -1.532 0.00 0.00 0.00
C -4.949 4.901 3.935 0.08 0.00 -0.08
H -2.190 0.433 1.436 -0.01 0.08 -0.03
C 2.496 2.474 -0.960 -0.14 0.08 -0.01
C -1.564 3.881 4.232 0.03 -0.02 0.01
C 2.093 -3.697 1.403 0.00 0.02 0.01
C -5.190 0.242 -1.748 -0.03 -0.02 0.01
C -0.241 -5.683 -1.941 0.00 -0.05 -0.04
H -1.865 -3.518 -3.999 0.00 0.00 -0.01
C 1.125 -3.293 0.498 0.01 -0.14 -0.05
C -1.589 -4.452 -3.525 -0.05 -0.07 0.00
V 0.529 0.184 -0.331 -0.11 0.38 -0.75
C -4.026 5.862 3.225 -0.06 0.00 0.02
C 2.402 1.184 1.016 0.19 -0.10 0.33
C -0.102 1.783 3.566 -0.11 0.02 -0.10
C -3.064 -0.866 -1.561 -0.02 0.09 -0.15
H -7.665 1.491 3.419 0.00 0.00 0.00
C -2.242 -5.620 -3.877 0.02 0.03 0.01
Te -3.941 2.662 2.068 -0.05 0.04 0.12
H 1.899 -3.645 2.466 0.00 -0.02 0.01
H -4.213 -2.110 3.123 0.00 -0.01 0.00
C -5.160 3.561 3.562 0.06 0.02 -0.03
C -3.679 -1.958 -0.967 -0.04 -0.05 -0.11
H -0.694 0.148 6.535 0.00 -0.03 0.00
H -3.342 1.080 -2.428 0.00 0.01 0.01
H -7.650 2.799 5.728 0.01 0.00 0.00
H 1.463 -0.843 4.559 -0.01 -0.01 -0.05
C -5.055 -1.947 -0.766 0.00 0.00 0.00
C -1.892 -6.821 -3.268 0.02 0.02 0.01
C -0.430 0.741 2.583 -0.34 -0.11 -0.14
N 1.746 0.484 1.949 0.20 0.01 0.22
H -4.113 -0.982 1.760 0.01 0.00 0.01
N 0.272 1.570 -3.381 -0.11 -0.01 0.00
C -1.978 -1.395 4.551 0.04 0.17 0.03
C -6.631 4.680 5.679 0.01 0.01 -0.01
C -6.872 3.382 5.245 -0.01 0.03 0.04
O 1.275 -0.833 -1.287 0.54 0.04 1.04
H -5.777 1.095 -2.061 0.00 -0.01 0.00
H -7.170 4.729 7.757 0.00 0.00 0.00
C -2.522 -0.143 5.387 -0.01 -0.10 -0.06
H -8.476 5.168 6.664 0.01 0.00 0.00
H -5.513 6.457 5.281 0.00 -0.01 0.00
C 0.435 -2.043 -3.620 0.31 0.01 0.27
H -3.434 5.393 2.446 -0.01 0.00 -0.01
C 1.050 -2.648 -4.653 -0.12 -0.05 -0.04
C -1.902 0.485 2.490 0.02 0.17 0.01
C -3.527 -1.553 2.483 0.05 0.05 0.01
C -5.682 5.424 4.996 -0.04 -0.01 0.03
C 3.812 1.325 1.175 0.02 0.27 -0.19
H 0.419 2.407 -3.924 0.02 -0.01 -0.01
H -0.625 -7.785 -1.829 -0.01 0.00 -0.01
H -6.042 1.033 2.931 -0.01 -0.01 0.01
H -7.168 6.312 6.977 0.00 0.00 0.00
C -3.278 0.477 4.203 0.03 0.00 0.03
C -1.444 2.397 4.020 0.06 -0.08 -0.06
H -2.252 -2.446 4.561 -0.02 0.00 0.00
H 4.280 0.829 2.013 0.00 0.02 0.01
C 1.466 -2.020 -5.863 0.02 0.10 -0.10
P 0.164 -2.915 -2.091 -0.60 -0.66 -0.57
C -2.687 -0.597 3.285 -0.06 -0.13 -0.08
H 0.793 2.365 3.407 -0.02 0.02 -0.03
H 1.988 1.315 -5.275 -0.01 0.00 0.01
H 5.570 2.197 0.380 0.00 0.00 0.00
O -1.415 -0.616 -3.212 0.04 -0.13 0.00
C 3.320 -4.173 0.957 -0.01 0.00 0.02
C 0.660 -1.578 4.628 0.03 0.02 -0.08
C -0.643 -0.957 4.786 -0.06 -0.09 0.15
H -0.677 4.274 4.730 0.00 -0.02 0.00
C -7.402 5.259 6.831 0.01 -0.01 -0.02
H -4.350 0.552 4.347 0.03 0.01 -0.02
C -5.810 -0.850 -1.150 0.01 0.01 -0.01
H 1.296 -3.700 -4.524 -0.01 0.01 -0.01
C 3.583 -4.252 -0.401 -0.03 0.00 -0.07
```
Positions in Å, forces in eV/Å.

Atomic partial charges in e from the Mulliken method, atoms 1 to 6: number 1, C, carries 0.0700; number 2, H, carries 0.5058; number 3, C, carries 0.5413; number 4, H, carries 0.4381; number 5, H, carries 0.4459; number 6, N, carries 1.2215

=====

Formula: C8H17O6P
Source: the Open Molecules 2025 dataset
Level of theory: the ωB97M-V functional and the def2-TZVPD basis

Computed properties:
orbital gap = 0.404 hartree
LUMO = 0.32 eV
SMILES string = CCCCCCO[P@@](=O)(O)OCC(=O)O
charge = 0
calculated total energy = -1107.91979 hartree

Geometry as XYZ:
```
32
Properties=species:S:1:pos:R:3:forces:R:3
C 1.879 1.580 -0.344 0.02 0.12 0.34
C -3.061 0.284 -0.877 0.09 0.22 0.28
H 0.209 0.363 -0.950 -0.11 -0.29 -0.15
H 1.993 -0.966 -1.508 -0.22 0.07 -0.27
H 1.890 2.142 -1.271 0.06 0.01 -0.30
H 2.044 2.300 0.448 0.01 0.30 0.14
C 3.000 0.532 -0.286 -0.38 -0.02 -0.79
C 2.601 -0.904 -0.615 0.56 -0.24 0.64
O -2.202 0.338 0.275 -0.45 0.35 -0.69
H 3.520 -1.430 -0.853 0.27 -0.09 -0.20
H -3.452 2.863 0.954 -0.32 0.41 0.06
H 0.471 0.489 0.804 -0.18 -0.25 0.24
H 3.609 -3.079 0.777 0.35 0.00 0.21
O -2.773 2.865 0.269 -0.05 -0.17 -0.58
C 0.503 1.014 -0.140 0.18 0.51 0.07
O -0.449 2.118 -0.100 0.00 -0.12 -0.55
O -4.697 -0.864 0.451 0.33 0.32 -0.22
C 1.964 -1.678 0.554 -0.27 0.27 -0.73
H 2.079 -3.554 1.567 0.13 -0.25 0.31
C 2.531 -3.074 0.711 -0.55 0.18 -0.09
H -5.172 -1.559 -0.008 -0.46 -0.20 0.02
H 3.495 0.549 0.675 0.08 -0.01 0.32
C -4.496 0.187 -0.406 -1.56 1.25 -0.34
H 2.031 -1.090 1.461 0.20 0.03 0.37
O -1.548 1.808 2.202 0.15 -0.24 0.33
O -5.367 0.988 -0.707 1.59 -1.66 0.48
H 3.733 0.826 -1.026 0.37 0.17 -0.07
H 2.246 -3.652 -0.159 0.07 -0.27 -0.27
H -2.804 -0.577 -1.479 0.09 -0.45 0.06
P -1.720 1.796 0.756 0.34 -0.24 1.26
H 0.905 -1.769 0.337 -0.38 -0.07 0.21
H -2.961 1.154 -1.508 0.03 0.35 -0.08
```
Positions in Å, forces in eV/Å.

Atomic partial charges in e from the natural (NBO) method, atoms 1 to 6: number 1, C, carries -0.4239; number 2, C, carries -0.1829; number 3, H, carries 0.1798; number 4, H, carries 0.1963; number 5, H, carries 0.2071; number 6, H, carries 0.2188

=====

Formula: C19H25N3O4S2
Source: the Open Molecules 2025 dataset
Level of theory: the ωB97M-V functional and the def2-TZVPD basis

Computed properties:
orbital gap = 0.305 hartree
LUMO = 0.06 eV
SMILES string = C=C(S(=O)(=O)c1ccccc1)S(=O)(=O)c1ccccc1.CN(C)C(=N)N(C)C
charge = 0
calculated total energy = -2000.47554 hartree

Geometry as XYZ:
```
53
Properties=species:S:1:pos:R:3:forces:R:3
H 1.674 3.442 -5.103 -0.05 -0.10 0.11
C -0.598 -0.116 -0.444 0.24 0.30 0.03
O -1.069 -1.529 -2.622 0.69 0.07 0.73
H 1.693 1.715 4.514 -0.01 -0.19 0.04
N 2.433 0.032 3.489 0.32 -0.11 0.18
H 0.086 -2.189 5.579 0.25 0.10 0.05
H 1.734 -2.755 5.940 -0.13 0.25 -0.01
O -2.694 0.565 0.958 0.18 -0.11 -0.03
H -2.724 2.276 -1.304 0.03 -0.06 -0.11
C 1.158 -3.465 3.544 -0.12 0.18 -0.19
H -4.026 -1.745 -2.022 0.15 0.04 0.01
C -4.534 1.035 -3.916 0.18 0.10 0.09
C 0.121 2.000 -4.706 0.25 -0.18 0.05
C 0.603 0.394 -2.973 0.46 0.01 -0.05
O -2.596 -1.765 0.009 0.05 0.71 0.15
C 1.880 0.938 -2.809 -0.32 0.09 0.06
H 3.043 0.052 1.551 0.38 0.59 0.17
N 1.749 -1.280 1.790 -0.51 -0.67 0.52
H -5.015 1.356 -4.843 0.16 -0.11 0.30
H 1.514 -3.613 2.523 -0.10 -0.12 0.27
C 2.260 2.037 -3.580 0.07 -0.18 0.09
H 2.339 1.586 2.085 0.02 0.18 0.00
H 0.076 -3.677 3.601 0.34 -0.03 -0.12
S -2.367 -0.343 -0.112 0.00 -0.47 -0.41
H 1.942 0.284 5.539 0.28 0.64 -0.27
H 1.326 -2.125 1.412 0.11 0.22 0.59
C -3.229 1.557 -1.942 0.16 0.00 -0.37
C -4.617 -0.297 -3.507 0.11 0.06 0.33
C -0.245 0.871 -3.974 -0.27 0.11 0.28
H 2.557 0.494 -2.083 -0.08 0.12 -0.10
N 1.435 -2.105 3.984 0.02 -0.34 0.43
H 1.690 -4.164 4.210 -0.19 0.18 -0.23
H 1.403 -1.015 5.802 -0.28 -0.68 0.06
C 2.991 0.760 2.384 0.35 0.48 -0.49
H -3.763 3.008 -3.449 -0.10 -0.30 0.13
C 1.826 -1.140 3.092 -0.57 -0.68 -1.39
C 1.378 2.579 -4.513 -0.18 -0.15 0.11
H 3.325 1.212 4.947 -0.16 -0.12 0.00
C -3.244 0.210 -1.587 -0.16 0.10 0.06
C -3.836 1.965 -3.137 -0.05 -0.25 0.27
H 3.973 1.158 2.636 0.06 0.10 0.18
H 3.254 2.463 -3.439 -0.27 -0.08 -0.10
C 0.215 0.550 0.401 -1.12 -0.98 -1.16
H -0.202 0.967 1.308 0.12 0.19 -0.02
C 1.156 -1.988 5.400 -0.07 -0.20 0.12
H -0.580 2.413 -5.430 0.24 -0.12 0.08
H -1.195 0.374 -4.168 0.18 0.16 0.22
H -5.172 -1.027 -4.100 0.17 0.26 0.20
C -3.974 -0.710 -2.335 0.03 0.05 -0.35
C 2.328 0.830 4.686 0.08 0.28 0.16
O 1.199 -1.754 -1.530 -0.48 0.51 -0.01
S 0.059 -0.954 -1.910 -0.46 0.10 -0.91
H 1.262 0.635 0.154 0.00 0.05 0.24
```
Positions in Å, forces in eV/Å.

Atomic partial charges in e from the natural (NBO) method, atoms 1 to 6: number 1, H, carries 0.2191; number 2, C, carries -0.6432; number 3, O, carries -0.9379; number 4, H, carries 0.1842; number 5, N, carries -0.4452; number 6, H, carries 0.1920

=====

Formula: C5H10O3
Source: the Open Molecules 2025 dataset
Level of theory: the ωB97M-V functional and the def2-TZVPD basis

Computed properties:
orbital gap = 0.349 hartree
LUMO = 0.83 eV
SMILES string = C[C@H](O)[C@@]1(O)O[C@H]1C
charge = 0
calculated total energy = -422.14379 hartree

Geometry as XYZ:
```
18
Properties=species:S:1:pos:R:3:forces:R:3
H -1.966 0.735 -1.693 0.21 0.07 0.21
H 1.846 -1.397 -0.261 0.07 0.00 -0.17
H -1.893 -0.819 1.615 0.00 -0.04 -0.01
H -0.581 0.186 2.255 0.05 0.03 -0.01
H -0.467 -2.486 -1.107 0.02 0.14 0.04
O -2.248 0.390 -0.836 0.89 0.94 2.02
C -1.419 0.157 1.560 -0.14 0.06 -0.42
H 2.557 0.778 0.851 0.08 0.08 0.03
C 2.205 0.765 -0.179 -0.35 0.08 0.16
H 3.073 0.744 -0.844 -0.02 -0.07 0.01
C -0.293 -0.679 -0.544 4.99 0.55 2.44
O 0.546 -0.422 -1.597 -0.44 0.05 -1.18
O -0.830 -1.914 -0.419 -0.10 -0.07 -0.13
H -2.151 0.912 1.835 0.04 0.07 0.06
C -0.941 0.422 0.158 -3.74 -0.32 -3.03
C 1.346 -0.441 -0.404 -1.54 -1.38 -0.18
H 1.667 1.690 -0.382 -0.01 0.03 0.06
H -0.452 1.380 -0.008 0.00 -0.23 0.12
```
Positions in Å, forces in eV/Å.

Atomic partial charges in e from the natural (NBO) method, atoms 1 to 6: number 1, H, carries 0.4603; number 2, H, carries 0.1676; number 3, H, carries 0.2377; number 4, H, carries 0.2226; number 5, H, carries 0.4941; number 6, O, carries -0.7832

=====

Question: Which of these has the lowest calculated total energy?
Answer: C54H52N6O3PTeV

=====

Question: Which of these has the highest orbital gap?
Answer: C8H17O6P

=====

Question: Which formula does entry 5 have?
Answer: C5H10O3